Entry 1:
154
Properties=species:S:1:pos:R:3:forces:R:3 method="wB97M-V/def2-TZVPD" charge=0 multiplicity=1 energy_ev=-76767.817 orbital_gap_ev=9.293 largest_force_ha_per_bohr=0.05871 lumo_ev=0.1492
O 2.6566 0.5979 -6.7257 -0.558 2.194 0.185
O 0.5542 0.1782 6.4104 0.517 -0.340 0.079
O -8.8715 -1.2764 -5.0456 0.339 -1.277 -0.180
O 6.3573 4.0551 4.7709 -0.729 -0.701 0.698
O -1.8500 4.7720 -7.4515 0.698 -0.319 0.354
O 5.5501 -5.2563 3.7014 -0.094 0.514 0.333
O -2.0135 -0.7357 -1.7717 0.342 0.308 -0.240
O -5.8676 4.9659 8.2462 -1.335 1.188 0.219
O 0.9839 -5.7769 -5.0537 0.417 0.503 -0.173
O -4.9238 6.7391 -0.8785 -1.044 0.301 -1.381
O 7.7165 -0.1952 -0.6181 1.762 -0.977 -0.797
O -2.5409 -6.0284 2.3144 1.303 0.791 0.777
N -0.5327 -0.1830 -0.1555 2.816 0.847 0.684
N 9.9564 -0.2044 -0.1100 -1.265 -0.069 -1.469
C -5.7338 5.6341 -0.4753 -0.188 -0.810 0.126
C 2.0485 -0.5725 8.1473 0.110 0.556 -0.877
C 0.7231 0.6224 0.1169 -0.848 -0.160 -0.533
C 0.3569 -7.9261 -4.2727 -1.283 -0.603 0.118
C -3.7756 6.8154 -0.1336 0.985 -1.042 2.367
C -4.2123 -6.1323 0.6800 0.523 -0.659 -0.967
C 5.6553 -4.4820 2.5066 0.124 0.593 -0.836
C -2.9496 4.4316 -8.3546 -0.165 -0.174 2.228
C -3.6927 4.4025 -6.0961 -0.538 -1.003 0.750
C -1.3280 -0.5964 0.9912 -0.185 0.244 -1.047
C 8.8498 -0.6812 -0.7581 -0.971 1.144 1.451
C 4.3910 -0.9170 -7.1062 -1.346 -0.058 0.079
C -3.5266 5.3783 0.3293 1.068 -0.616 0.523
C -7.6432 -1.0370 -4.3653 0.620 0.520 -1.301
C 5.7006 4.1298 3.4869 0.854 -1.595 0.722
C -0.3983 -5.7826 -4.9390 -1.599 -0.466 0.331
C -3.6430 4.4555 8.1697 1.013 -0.089 1.649
C -8.7977 0.9610 -4.5378 0.965 2.586 -0.767
C 0.1143 -1.0866 6.8825 -0.501 -0.116 0.994
C -4.1791 4.8047 -7.4821 0.421 0.819 -0.544
C 1.5010 -6.9213 -4.4373 1.023 -1.225 -0.295
C 2.6343 0.4590 -8.1361 -0.267 0.281 0.678
C -4.7990 -6.6103 1.9578 -0.870 -0.648 1.372
C -5.6823 4.5628 6.9089 0.391 -0.174 -0.155
C 3.3807 -0.4051 -6.0899 0.281 -0.259 0.078
C 6.2908 5.2925 2.7707 -0.303 0.856 0.493
C -4.2030 4.1957 6.8131 0.184 -0.797 -1.012
C 11.1132 -1.0462 0.0407 0.046 0.290 -0.580
C -2.7140 -6.3216 0.9832 -0.410 -0.559 -1.863
C 6.9950 5.2912 5.1129 -0.315 -0.968 -1.849
C 0.6783 -1.2237 8.3324 -0.133 -0.333 -1.055
C 4.2309 -5.7634 3.7713 -0.372 -2.057 -0.381
C 3.5083 -0.7306 -8.3709 1.231 -0.848 -1.163
C 1.8562 0.4514 6.9911 -1.127 -0.457 0.821
C 7.4605 5.6937 3.6861 0.108 1.207 0.710
C -3.7574 -6.1441 2.9496 -1.594 0.629 2.041
C -0.9349 -0.2760 -1.4316 -0.610 -0.992 0.092
C 4.3221 -4.5856 1.7931 -0.089 -0.340 -1.073
C -4.8997 4.7106 0.4547 0.375 0.845 -0.492
C 9.8547 0.9125 0.7950 -0.536 -0.740 0.612
C -7.9044 0.2388 -3.6232 1.219 -0.473 1.325
C -2.2166 4.7490 -6.0076 -1.545 0.794 -2.242
C -9.6105 -0.0648 -5.1319 -1.766 -1.935 0.301
C 3.8173 -5.9113 2.3311 -1.288 0.691 -0.099
C -4.8588 4.4860 9.1155 -0.047 0.008 -1.282
C -0.8248 -7.2612 -4.9991 0.828 0.817 -0.713
H -0.0261 -0.7820 9.0372 0.326 0.410 0.008
H 1.3631 0.7750 -0.7521 -0.514 -0.385 -0.552
H -2.9772 3.3572 -8.5363 0.225 -0.226 -0.038
H -3.9201 7.4093 0.7689 -0.411 0.291 0.349
H -3.8185 3.3242 -5.9982 0.061 -0.240 -0.078
H -5.1673 3.4970 9.4543 0.334 -0.359 0.104
H -9.8634 0.1598 -6.1681 -0.433 -0.278 0.101
H -5.1453 4.3821 -7.7577 0.219 -0.412 -0.067
H 0.0612 -8.1262 -3.2429 0.206 0.461 0.274
H 4.2025 -6.7674 4.1947 0.641 -0.001 0.484
H -2.8716 7.2700 -0.5388 -0.409 -0.095 -1.139
H 5.2944 -0.3093 -7.0562 -0.069 0.046 -0.389
H -2.1370 -1.2139 0.6010 -0.050 0.114 0.097
H -4.4973 -5.0994 0.4801 0.218 0.024 -0.065
H 2.7322 -1.3308 7.7658 0.179 -0.071 0.448
H -1.8156 -7.5158 -4.6228 0.140 0.213 0.119
H -4.0860 -5.1888 3.3591 0.207 0.601 -0.166
H 1.5940 0.3426 -8.4400 -0.082 -0.405 -0.141
H -4.2512 4.8018 -5.2495 -0.151 0.330 -0.171
H -8.2008 1.3343 -5.3699 0.420 0.518 0.137
H 3.6720 -3.7308 1.9798 -0.164 -0.190 0.340
H 7.7124 6.7541 3.6788 -0.055 0.114 -0.391
H -6.0561 5.0929 -1.3648 0.157 0.107 -0.204
H 10.0253 0.4603 1.7720 0.655 0.612 0.425
H 11.9548 -0.3627 0.1535 0.221 -0.440 0.673
H 5.9569 3.2137 2.9549 -0.174 -0.317 0.239
H 6.5393 5.0311 1.7420 0.126 0.373 0.097
H 9.1160 -1.5842 -1.3290 -0.442 0.045 -0.260
H 4.4061 -4.6693 0.7096 0.320 0.310 -0.064
H -3.6453 4.7968 6.0949 -0.296 -0.028 -0.218
H -4.8429 5.1412 9.9865 0.334 0.093 -0.178
H 7.7937 5.1015 5.8300 0.090 -0.194 -0.238
H 2.8582 -1.5888 -8.5412 0.309 -0.279 0.108
H -0.9743 -1.1397 6.9024 -0.135 0.519 -0.045
H -2.9239 3.6857 8.4497 0.011 -0.049 0.115
H -0.8001 -7.4237 -6.0766 -0.043 -0.830 -0.009
H 6.4241 -4.8545 1.8296 0.296 -0.490 0.339
H -2.4417 -7.3686 0.8499 -0.094 -0.367 -0.361
H 2.6238 -1.1457 -5.8316 0.437 -0.594 0.526
H -2.9519 5.3264 1.2541 -0.113 0.217 0.221
H -0.8135 -5.2473 -5.7929 -0.032 0.361 0.330
H 5.4497 5.9837 2.8240 0.611 0.918 -0.567
H -9.3446 1.8118 -4.1313 -0.049 -0.136 0.121
H -6.3935 3.7717 6.6708 0.219 -0.448 0.004
H -1.7367 0.3214 1.4141 -0.111 -0.275 0.623
H -2.7871 4.9246 -9.3130 -0.132 0.344 0.320
H -2.1625 5.7743 -5.6415 0.520 0.072 -0.038
H 2.4883 -0.0003 8.9641 -0.072 -0.581 0.327
H 2.7395 -6.0225 2.2126 -0.103 0.035 0.081
H 4.6150 4.1888 3.5657 -0.037 0.000 0.316
H -4.0245 3.1541 6.5460 -0.273 -0.058 -0.151
H 0.4256 1.6374 0.3804 0.085 -0.048 0.579
H 2.6566 0.3744 6.2552 -0.121 0.210 -0.100
H 2.2819 -7.2987 -5.0975 -0.022 -0.207 -0.219
H 0.7716 -2.2736 8.6103 0.029 -0.017 0.019
H -7.2359 -1.8479 -3.7615 -0.787 -0.286 0.076
H 6.2793 5.9467 5.6091 -0.093 0.447 -0.299
H -4.8190 3.6855 0.0930 -0.345 0.060 0.055
H -10.4446 -0.2527 -4.4558 -0.867 0.189 -0.618
H 10.9006 -1.7514 0.8441 0.791 0.035 0.311
H 8.8248 1.2564 0.8902 0.116 0.170 -0.642
H -3.7070 -6.7418 3.8597 0.298 -0.585 -0.159
H 3.4738 -5.2237 4.3403 0.372 0.844 0.081
H -2.0668 -5.7595 0.3100 0.102 0.373 0.328
H 0.3706 -1.9193 6.2274 0.724 -0.028 -0.121
H -3.0709 5.3827 8.1386 -0.286 0.224 0.447
H 1.4363 0.1876 0.8172 -0.663 -0.193 0.483
H -6.6557 5.9494 0.0134 0.090 0.425 0.148
H -5.2594 4.7076 1.4837 -0.081 0.050 -0.097
H 0.4524 -8.9387 -4.6645 0.805 0.138 -0.286
H 4.6396 -1.9532 -6.8770 0.106 -0.004 -0.324
H 1.7848 1.4351 7.4552 0.203 0.250 -0.516
H -0.1203 0.0122 -2.1140 -0.305 0.203 -0.298
H -5.7898 -6.2327 2.2103 0.063 0.393 -0.132
H 8.3715 5.1515 3.4327 -0.082 -0.152 0.064
H -8.3847 -0.0847 -2.6997 -0.011 0.610 0.346
H 11.3489 -1.5997 -0.8682 -0.342 -0.104 -0.084
H 2.0550 -6.7027 -3.5245 -0.442 0.234 0.440
H -4.4954 -6.7738 -0.1544 -0.086 0.269 -0.196
H -0.7368 -1.1994 1.6803 0.036 0.329 0.116
H -0.7340 -5.3918 -3.9785 0.007 0.614 0.087
H 2.9530 1.3697 -8.6433 0.424 0.184 0.275
H 3.8997 0.0149 -5.2282 -0.384 -0.064 0.266
H -4.3287 5.8822 -7.5513 0.114 0.197 0.137
H -6.8950 -0.8741 -5.1410 0.390 0.108 -0.121
H -6.9850 0.8053 -3.4755 -0.029 -0.140 0.583
H 5.9249 -3.4387 2.6707 -0.022 0.031 0.592
H -5.8938 5.3481 6.1831 -0.242 0.486 0.451
H -2.9087 4.7933 -0.3519 -0.078 0.251 -0.486
H -1.6459 4.0908 -5.3526 0.270 -0.184 -0.602
H -4.9368 -7.6855 2.0725 0.353 -0.246 -0.617
H 10.5524 1.6976 0.5036 -0.051 0.035 0.373
H 4.2601 -6.7649 1.8179 0.372 0.073 0.197
H 4.1315 -0.5871 -9.2536 -0.090 -0.196 -0.160

***

Entry 2:
17
Properties=species:S:1:pos:R:3:forces:R:3 method="wB97M-V/def2-TZVPD" charge=0 multiplicity=1 energy_ev=-7416.345 orbital_gap_ev="7.292 / 7.293" largest_force_ha_per_bohr=0.00693 lumo_ev="-0.6362 / -0.6363"
C -2.1632 -0.2360 -0.0167 -0.326 0.104 0.034
C 2.2771 0.7150 -0.0613 0.018 0.065 -0.008
C -0.0635 -0.3359 -0.0885 0.239 -0.064 0.003
C -1.1484 -1.3205 -0.4510 0.123 -0.151 -0.015
C 1.4011 -0.5339 0.0656 -0.012 -0.008 -0.047
C -0.6519 1.9942 0.6216 -0.268 -0.232 -0.039
C -0.9469 0.6851 0.1847 0.153 0.259 0.087
H 1.5292 -0.9622 1.0724 -0.043 -0.007 -0.116
H -2.9106 0.0439 -0.7627 0.104 0.049 0.086
H 1.8747 1.5337 0.5391 0.083 -0.146 -0.062
H -1.1676 -2.2742 0.0846 0.070 0.119 0.017
H 1.7292 -1.3214 -0.6253 -0.073 0.079 0.081
H -1.1655 -1.5358 -1.5253 0.052 0.025 0.101
H 3.2986 0.4843 0.2602 -0.162 0.043 -0.068
H 2.3183 1.0635 -1.0981 -0.048 -0.067 0.129
H -2.6600 -0.4738 0.9279 -0.025 0.007 -0.138
H -1.6037 2.4710 0.9378 0.116 -0.077 -0.045

***

Entry 3:
50
Properties=species:S:1:pos:R:3:forces:R:3 method="wB97M-V/def2-TZVPD" charge=+1 multiplicity=1 energy_ev=-81876.954 orbital_gap_ev="6.428 / 6.964" largest_force_ha_per_bohr=0.03452 lumo_ev="-5.9525 / -5.4300"
Te -0.6513 0.4655 -1.5720 0.113 0.650 -0.658
Pd 0.8354 -0.4432 0.4860 -0.757 -1.143 1.128
S 3.4707 -0.9854 -1.3242 0.175 -0.243 0.067
S 3.3184 0.7921 0.7506 0.571 0.395 -0.813
F 5.2844 1.1048 2.4432 0.022 -0.005 -0.028
F 5.8222 -2.0482 -1.7437 0.010 0.027 0.017
F 4.0324 2.8460 2.1407 -0.016 0.007 0.050
F 4.4959 -1.9989 -3.4562 0.009 -0.015 0.004
F 5.4713 2.2725 0.6293 -0.042 0.028 -0.008
F 5.4850 -0.1875 -2.7984 0.012 0.056 -0.039
O 3.0831 -2.2480 -0.7468 0.007 0.090 0.043
O 2.4860 -0.3417 -2.1555 -0.157 0.153 0.007
O -1.4653 -3.0156 -1.4220 -0.031 -0.048 0.057
O -0.8744 -1.1182 -0.3483 0.434 -0.048 0.464
O 2.3391 1.7022 0.1937 0.178 0.107 -0.018
O 2.7181 -0.0347 1.8119 -0.667 -0.119 -0.380
N 4.1661 -0.0114 -0.2738 -0.236 0.070 0.208
N 0.7867 -2.3778 1.2489 0.329 0.185 -0.264
C -0.6756 2.9856 0.5558 0.035 0.066 -0.007
C 1.7481 -4.3038 2.2333 -0.047 0.025 0.002
C -3.8208 0.0226 -2.2124 -0.041 -0.015 -0.051
C 1.6322 -2.9231 2.1118 0.020 0.044 0.107
C -2.2593 1.5311 -0.8432 0.116 -0.126 0.069
C -5.6285 3.7048 0.6269 0.000 0.011 0.001
C 0.0467 -3.1712 0.4529 -0.140 -0.062 -0.089
C 4.9332 -1.3203 -2.4020 -0.065 -0.051 0.053
C 4.6346 1.8288 1.5446 -0.029 -0.174 0.118
C -3.5499 1.1711 -1.2803 -0.034 0.012 -0.020
C -4.6195 1.8940 -0.7799 0.032 0.004 -0.022
C 0.9866 -5.1213 1.4227 -0.011 0.008 -0.014
C -3.1512 3.2779 0.5176 0.027 -0.007 -0.018
C -0.8404 -2.5168 -0.5568 0.170 0.126 -0.092
C -4.4412 2.9451 0.1159 -0.033 0.001 -0.006
C -2.0398 2.5876 0.0611 0.007 -0.007 0.017
C 0.1119 -4.5436 0.5060 0.017 -0.005 0.081
H -0.4991 -5.1321 -0.1636 0.001 0.005 -0.007
H -3.0364 -0.1286 -2.9558 0.015 0.036 0.006
H 2.2273 -2.2398 2.7011 0.030 0.003 -0.038
H -5.3322 4.5128 1.2921 0.002 -0.001 0.000
H -0.7118 3.9849 0.9851 -0.005 -0.016 0.025
H 1.0734 -6.1970 1.4889 -0.001 0.001 -0.002
H -0.3236 2.3048 1.3353 -0.007 -0.010 -0.002
H -6.3013 3.0404 1.1710 0.001 -0.003 -0.002
H -6.1948 4.1308 -0.2023 -0.001 0.000 0.001
H -3.9261 -0.9134 -1.6592 0.016 0.003 0.011
H 2.4448 -4.7138 2.9499 0.001 0.007 0.002
H 0.0864 2.9967 -0.2235 -0.024 0.003 0.006
H -4.7483 0.1919 -2.7561 -0.012 -0.024 0.030
H -3.0077 4.1040 1.2033 0.002 0.002 0.000
H -5.6216 1.6371 -1.1034 0.000 -0.003 0.006

***

Entry 4:
70
Properties=species:S:1:pos:R:3:forces:R:3 method="wB97M-V/def2-TZVPD" charge=+2 multiplicity=6 energy_ev=-168077.376 orbital_gap_ev="6.342 / 5.036" s2=8.81 largest_force_ha_per_bohr=0.03194 lumo_ev="-6.6680 / -8.9637"
Ir -0.1971 -0.6891 -0.2678 0.233 0.415 -0.966
Br -4.9192 3.0403 4.5923 0.526 -0.648 -0.565
Ge 3.3092 0.5778 0.2784 1.468 0.444 -0.589
O -1.5155 -2.5641 -1.1674 0.540 0.307 0.254
O 0.4816 -2.9384 0.7070 -0.289 0.281 0.004
O 0.7840 -0.5460 2.1398 -0.061 -0.352 -0.096
O -1.9422 -0.8578 1.1662 0.082 0.089 0.484
N -0.1775 -0.1463 -2.5033 -0.111 -0.410 0.288
N -1.3141 1.3395 -0.5482 -0.536 -0.233 1.307
C 0.5607 0.9014 -4.9690 -0.043 -0.328 0.205
C -2.0126 1.9522 0.3619 0.612 0.432 -1.204
C 0.5109 0.6009 2.9194 0.067 0.177 0.110
C -0.3418 3.0925 -4.2598 -0.082 0.048 0.261
C -0.9240 3.8565 -3.2813 0.171 -0.010 -0.368
C -0.9829 1.9783 -1.7395 0.204 0.855 -0.908
C -0.3876 1.1658 -2.7512 -0.022 0.542 -0.353
C -3.8604 0.4693 3.8825 0.133 -0.316 -0.051
C -2.7386 -2.2023 -1.7892 -0.451 0.083 -0.292
C 3.9595 0.2011 2.1155 -0.529 0.133 -0.460
C 0.3549 -0.9150 -3.4325 -0.040 0.062 -0.061
C -3.9424 1.8292 3.5128 -0.632 0.491 0.801
C 0.5460 -1.7547 2.8493 0.092 -0.514 -0.104
C 2.1701 -0.7512 -0.6041 -0.224 -0.070 0.775
C -3.1840 -0.4057 3.0892 -0.317 -0.147 0.281
C -3.3221 2.2770 2.3642 0.657 -0.141 -0.941
C -2.5251 0.0004 1.8755 -0.063 -0.064 -0.159
C 4.9920 0.3245 -0.8696 -1.176 0.137 0.708
C -0.0545 1.7347 -4.0128 -0.088 -0.136 0.456
C -2.5943 1.4087 1.5371 -0.395 0.094 0.901
C -1.6981 -3.5499 -0.1592 0.212 -0.467 0.492
C 1.0362 -2.9384 2.0127 0.341 0.467 0.462
C -1.2323 3.3141 -2.0332 0.119 -0.598 0.250
C 0.7693 -0.4236 -4.6748 -0.076 0.293 -0.203
C -0.3258 -4.0344 0.3069 -0.433 -0.176 -0.589
C 2.7028 2.4546 -0.0435 -0.007 -0.668 0.278
H -0.4584 -4.7534 1.1190 0.031 0.047 -0.034
H 2.1254 -2.8651 1.9060 -0.142 -0.068 0.041
H -2.2589 -4.3981 -0.5722 0.106 0.090 0.026
H 4.7621 0.4734 -1.9186 0.034 0.031 -0.140
H -3.4043 3.3202 2.0927 0.018 0.059 -0.025
H 4.8253 0.8271 2.3176 0.075 0.070 -0.130
H 5.3834 -0.6728 -0.7060 0.128 -0.110 -0.019
H 1.6242 2.5044 -0.1737 -0.176 0.060 0.017
H 5.7019 1.0704 -0.5282 0.173 0.073 -0.016
H -2.2682 -3.1202 0.6742 0.077 -0.080 -0.145
H 0.4563 -1.9657 -3.1945 0.066 -0.040 0.094
H -0.5234 -1.8539 3.0694 0.035 0.036 0.016
H 2.4053 -1.7604 -0.2840 0.005 -0.149 0.041
H -0.0948 3.5127 -5.2224 0.011 0.075 -0.093
H 3.2191 0.4099 2.8761 -0.134 0.017 0.169
H 4.2659 -0.8372 2.2022 0.026 -0.136 -0.056
H -4.3406 0.1342 4.7895 -0.035 -0.035 0.046
H -2.2328 3.0147 0.2386 -0.032 -0.152 -0.135
H 0.7990 1.4613 2.3184 -0.012 0.100 0.061
H -1.6651 3.9771 -1.3011 -0.054 0.026 0.047
H 0.7947 -3.8645 2.5416 0.049 0.050 -0.065
H -2.5132 -1.4666 -2.5599 -0.011 -0.059 0.063
H -3.1946 -3.0847 -2.2502 0.074 0.101 0.039
H -3.1305 -1.4517 3.3505 0.009 -0.108 0.013
H 0.1866 -4.5288 -0.5286 -0.103 0.006 0.175
H 3.1706 2.8492 -0.9412 0.074 -0.075 -0.096
H 2.9860 3.0912 0.7897 0.004 0.064 0.102
H 1.2294 -1.0870 -5.3881 0.021 -0.104 -0.063
H 1.0919 0.5861 3.8470 -0.010 0.027 -0.086
H 2.2630 -0.6845 -1.6843 -0.258 0.066 -0.121
H -3.4421 -1.7751 -1.0676 0.075 -0.017 0.026
H -0.5496 0.6664 3.1807 0.023 -0.003 0.054
H -1.1496 4.8944 -3.4679 0.006 0.102 -0.021
H 0.8444 1.3201 -5.9238 0.053 -0.022 -0.081
H 1.1064 -1.7450 3.7945 -0.090 -0.013 -0.111